(1)
# C4H5CdO

C4H5CdO as an isolated structure (ωB97M-V with the def2-TZVPD basis set, the Open Molecules 2025 dataset).

Calculated values
HOMO level (spin up / spin down): -14.041 / -12.395 eV
gap between HOMO and LUMO (spin up / spin down): 8.16 / 5.09 eV

Geometry as ORCA input:
```
! wB97M-V def2-TZVPD RIJCOSX def2/J DEFGRID3
* xyz 1 1
H -0.450 2.363 0.413
C 1.251 -1.672 -0.161
C 0.434 -0.785 0.429
C 0.446 0.655 0.200
C -0.669 1.375 -0.119
O -1.902 0.934 -0.022
Cd -3.366 1.236 -1.041
H 2.033 -1.350 -0.855
H -0.355 -1.162 1.089
H 1.173 -2.740 0.048
H 1.407 1.144 0.018
*
```



(2)
# C5H5Cl2NO2S

A 2-piece molecular cluster, C5H5Cl2NO2S overall (ωB97M-V with the def2-TZVPD basis set, the Open Molecules 2025 dataset).

Calculated values
HOMO level: -9.780 eV
relative energy (zero: lowest compared OMol25 entry of this formula, charge and spin): 86.3 kcal per mole
structure (SMILES): C=C/N=C(/Cl)S(=O)(=O)Cl.C#C
gap between HOMO and LUMO: 9.20 eV

Geometry as ORCA input:
```
! wB97M-V def2-TZVPD RIJCOSX def2/J DEFGRID3
* xyz 0 1
C 1.829 -2.127 -0.280
C 1.620 -1.366 0.788
N 0.405 -1.092 1.362
C -0.683 -0.826 0.845
Cl -2.117 -0.586 1.664
S -1.036 -0.590 -0.984
O -2.222 0.181 -1.153
O -0.925 -1.840 -1.673
Cl 0.535 0.576 -1.581
H 1.020 -2.556 -0.845
H 2.831 -2.370 -0.581
H 2.435 -0.991 1.394
C -0.383 3.632 0.361
C -1.464 3.162 0.168
H 0.562 4.059 0.528
H -2.405 2.733 -0.012
*
```



(3)
# C6H9N3O4

The molecule C6H9N3O4 (ωB97M-V with the def2-TZVPD basis set, the Open Molecules 2025 dataset).

Calculated values
HOMO level: -9.723 eV
relative energy (zero: lowest compared OMol25 entry of this formula, charge and spin): 74.8 kcal per mole
structure (SMILES): O=c1cnn(COCCO)c(=O)[nH]1
gap between HOMO and LUMO: 9.05 eV

Geometry as ORCA input:
```
! wB97M-V def2-TZVPD RIJCOSX def2/J DEFGRID3
* xyz 0 1
O 2.362 -3.694 1.760
C 1.644 -2.646 1.474
C 1.277 -1.410 2.342
N 0.364 -0.470 2.030
N -0.411 -0.879 1.201
C -1.307 0.263 0.702
O -0.376 1.347 0.302
C -0.080 1.325 -1.097
C -0.453 2.767 -1.369
O -0.721 2.931 -2.839
C -0.131 -1.831 0.122
O -1.012 -2.192 -0.689
N 0.946 -2.670 0.196
H 2.147 -1.275 2.993
H -2.016 0.654 1.655
H -2.072 0.045 -0.126
H -0.927 0.690 -1.633
H 1.129 1.069 -1.217
H 0.178 3.397 -0.847
H -1.491 3.172 -1.104
H 0.120 2.814 -3.249
H 0.830 -3.402 -0.607
*
```